84
Properties=species:S:1:pos:R:3:lowdin_spin:R:1 method="wB97M-V/def2-TZVPD" spin_multiplicity=6 lumo_ev="2.461 / 2.455" orbital_gap_ev="5.979 / 7.020" charge=-1 s_squared=8.766 energy_ev=-108454.4658
Fe 0.9383 0.2487 -1.0180 3.70
O 0.2443 0.3923 1.2145 0.03
P -0.8586 0.9956 1.9993 0.01
C -2.0842 -0.2483 2.4562 0.00
C -3.1004 -0.0571 3.3951 0.00
C -4.0304 -1.0527 3.6122 0.00
C -3.9790 -2.2368 2.8896 0.00
C -2.9933 -2.4141 1.9234 0.00
C -2.0638 -1.4229 1.7039 0.03
C -1.7997 2.2410 1.0781 0.00
C -2.6598 3.1259 1.7359 0.00
C -3.4273 4.0147 1.0139 0.00
C -3.3617 4.0266 -0.3737 0.00
C -2.5364 3.1218 -1.0349 0.00
C -1.7707 2.2286 -0.3156 0.01
C -0.2923 1.8803 3.4878 0.00
C -0.5970 1.5283 4.7957 0.00
C -0.1848 2.3333 5.8430 0.00
C 0.5589 3.4740 5.5902 0.00
C 0.9188 3.7919 4.2910 0.00
C 0.4913 3.0029 3.2406 0.00
H -3.1592 0.8689 3.9465 0.00
H -4.8058 -0.9110 4.3535 0.00
H -4.6963 -3.0241 3.0691 0.00
H -2.9556 -3.3254 1.3435 0.00
H -1.3033 -1.5257 0.9362 0.02
H -2.7018 3.1180 2.8159 0.00
H -4.0785 4.7099 1.5283 0.00
H -3.9693 4.7210 -0.9375 0.00
H -2.4924 3.1276 -2.1149 0.00
H -1.1161 1.5174 -0.8233 0.01
H -1.1523 0.6244 4.9936 0.00
H -0.4589 2.0761 6.8578 0.00
H 0.8655 4.1071 6.4112 0.00
H 1.5156 4.6679 4.0884 0.00
H 0.7790 3.2479 2.2283 0.00
C -2.6498 -1.4562 -2.0248 0.03
C -1.3300 -2.2431 -1.9915 0.10
C -0.8231 -2.3178 -3.4554 0.05
C -0.3524 -1.5200 -1.1137 0.72
C -1.5126 -3.6730 -1.5141 0.01
C -2.7318 -4.2058 -1.1095 0.00
C -2.8342 -5.5295 -0.7198 0.00
C -1.7236 -6.3515 -0.7190 0.00
C -0.4990 -5.8320 -1.1042 0.00
C -0.3994 -4.5131 -1.4947 0.00
H -2.4465 -0.4427 -2.3610 0.00
H -3.0983 -1.3880 -1.0362 0.00
H -3.3554 -1.9203 -2.7143 0.00
H -0.8734 -1.3332 -3.9159 0.00
H -1.4514 -3.0085 -4.0167 0.01
H 0.2080 -2.6600 -3.4996 0.00
H 0.2070 -2.2099 -0.4688 0.04
H -3.6171 -3.5917 -1.1005 0.00
H -3.7978 -5.9266 -0.4315 0.00
H -1.8141 -7.3869 -0.4236 0.00
H 0.3774 -6.4651 -1.1168 0.00
H 0.5639 -4.1224 -1.7893 0.00
C 1.3185 4.4729 -1.4140 0.00
C 1.7853 3.4360 -0.3725 0.01
O 2.3708 3.8167 0.6333 0.01
O 1.5267 2.2339 -0.6818 0.05
H 1.7815 5.4349 -1.2097 0.00
H 0.2356 4.5684 -1.3598 0.00
H 1.5873 4.1244 -2.4094 0.00
C 4.6262 -3.2882 -2.6094 0.00
C 5.0956 -1.8550 -2.8059 0.00
O 4.0538 -1.0366 -3.2995 0.00
P 3.1160 -0.2865 -2.1768 0.00
O 2.7115 -1.2401 -1.1052 0.05
Te 1.4452 0.7443 -3.5328 0.09
O 4.1639 0.7151 -1.4693 0.00
C 4.6760 1.8505 -2.1314 0.00
C 5.2907 2.7608 -1.0806 0.00
H 5.4354 -3.8972 -2.2130 0.00
H 4.2833 -3.7046 -3.5535 0.00
H 3.7973 -3.2923 -1.9092 0.00
H 5.9040 -1.8083 -3.5465 0.00
H 5.4620 -1.4470 -1.8550 0.00
H 3.8640 2.3594 -2.6699 0.00
H 5.4260 1.5347 -2.8748 0.00
H 4.5316 3.0520 -0.3571 0.00
H 5.7060 3.6512 -1.5486 0.00
H 6.0766 2.2236 -0.5515 0.00

***

8
Properties=species:S:1:pos:R:3:lowdin_charge:R:1 method="wB97M-V/def2-TZVPD" lumo_ev=-0.770 orbital_gap_ev=8.156 energy_ev=-12291.2057
C 0.2313 1.0259 1.0941 -0.47
C 0.4125 -0.8158 -0.5690 -0.17
C -0.3990 -0.0038 0.2773 -0.50
C 1.3455 -1.0778 -1.2810 0.13
I -1.2471 1.8908 2.3265 0.73
H -1.3014 -0.4109 0.7117 0.06
H -0.9136 0.8431 -0.4338 0.18
H 1.8717 -1.4514 -2.1258 0.03